93
Properties=species:S:1:pos:R:3 method="wB97M-V/def2-TZVPD" charge=-2 s_squared=0.75 molar_mass_da=1013.97 multiplicity=2 lumo_energy_ev="3.92 / 3.93" gap_ev="4.34 / 4.35" homo_energy_ev="-0.421 / -0.423"
Ti 1.29218 0.78777 1.16587
O 0.73593 2.42554 4.76790
C 0.73967 2.13572 3.59714
N 1.81365 1.82631 2.78298
C 3.13824 2.15855 2.85352
O 3.82860 2.42220 3.80902
C 3.66646 2.33346 1.41213
C 4.95784 2.73181 1.15030
C 5.29965 3.07951 -0.15128
C 4.33328 3.02439 -1.13754
C 3.06661 2.55996 -0.80408
N 2.74288 2.22582 0.43632
C -0.51990 2.23055 2.72307
C -1.73824 2.56433 3.24560
C -2.79147 2.83973 2.36170
C -2.54834 2.85795 1.01306
C -1.27970 2.49760 0.53219
N -0.31641 2.13989 1.37909
H 5.66079 2.77306 1.97124
H 6.30968 3.39230 -0.38486
H 4.54344 3.30848 -2.15921
H 2.28076 2.45816 -1.54406
H -1.84378 2.62159 4.32036
H -3.77863 3.06337 2.74787
H -3.29394 3.14146 0.28130
H -0.10796 1.96857 -1.12753
F -0.79107 -1.76526 4.14063
C 0.41197 -1.98273 3.57305
F 1.17820 -0.91948 3.94671
F 0.94221 -3.05693 4.19930
S 0.25399 -2.17074 1.63879
O 0.00197 -0.63889 1.67518
O -0.72988 -3.21501 1.91135
N 1.83590 -2.73886 1.59627
S 3.15403 -1.98013 1.72072
O 4.19027 -2.62489 0.95312
O 3.06010 -0.51995 1.54457
C 4.02020 -2.17395 3.38091
F 4.20634 -3.48452 3.59579
F 5.23125 -1.60011 3.23918
F 3.46977 -1.65345 4.46296
C 1.96260 -2.72050 -1.42617
Si 2.46828 -0.86925 -1.65296
C 1.99203 -0.40759 -3.41747
C 4.32805 -0.66325 -1.62427
O 1.52424 -0.07008 -0.61460
H 2.13002 -3.34087 -2.30791
H -0.03013 -2.64836 -2.04186
H 2.47681 -3.17009 -0.58524
H 2.19654 -1.23104 -4.10936
H 2.57260 0.45461 -3.76011
H 0.93518 -0.14767 -3.50169
H 4.72065 -1.05325 -2.56860
H 4.81232 -1.18223 -0.80147
H 4.59289 0.39411 -1.55791
C -1.82144 -1.31729 -4.28735
Ge -2.61074 -2.16739 -2.66631
C -2.50150 -4.12573 -3.07047
C -4.52859 -1.74375 -2.90758
Ge -1.80167 -1.02963 -0.57137
C -3.15375 -1.82790 0.70295
C -3.89502 -2.99057 0.48305
C -4.79195 -3.47524 1.42674
C -4.96943 -2.80425 2.62943
C -4.24711 -1.64472 2.87086
C -3.36087 -1.16567 1.91491
C -0.87350 2.73596 -0.92540
C -0.28036 4.13674 -0.92949
C -0.90457 5.19411 -1.53894
C -2.06891 5.07504 -2.31097
C -2.55148 3.75637 -2.50368
C -2.00794 2.65459 -1.91900
H -1.00922 -1.91558 -4.70997
H -1.42190 -0.33294 -4.03638
H -2.58517 -1.18001 -5.05657
H -1.88019 -4.29870 -3.95233
H -3.50052 -4.52199 -3.26669
H -2.07375 -4.68961 -2.23884
H -4.86263 -2.08369 -3.89123
H -4.67998 -0.66437 -2.83764
H -5.14410 -2.21343 -2.13825
H -3.76577 -3.54641 -0.43997
H -5.34482 -4.38746 1.22787
H -5.66135 -3.18495 3.37244
H -4.36120 -1.11739 3.81151
H -2.79802 -0.26320 2.13050
H 0.61280 4.29665 -0.33206
H -0.44593 6.17636 -1.43266
H -2.52436 5.92663 -2.79816
H -3.39382 3.60367 -3.17683
H -2.41583 1.67061 -2.12309
N 0.50002 -2.71341 -1.17544
C -0.18406 -2.20918 -0.18462